Entry 1:
A molecular structure, C40H35FLuN8O5S2, computed with ωB97M-V with the def2-TZVPD basis set.

Values from the calculation:
- Total charge: +1
- Highest occupied orbital energy: -0.3399 hartree
- Orbital gap: 6.03 eV

Element x y z (Å)
Lu 0.1174 0.0602 0.2790
N 1.4995 0.5324 8.6996
C 1.2309 0.3390 7.3635
C 0.6499 1.3629 6.6022
C 0.3483 1.1571 5.2737
C 0.6147 -0.0752 4.6891
C 1.1892 -1.1005 5.4265
C 1.4929 -0.8944 6.7566
S 0.3042 -0.3115 2.9922
O 0.4568 -1.7162 2.6833
O -0.9831 0.2531 2.5664
N 1.3145 0.5528 2.1037
C 2.5338 0.0299 1.7348
N 2.6640 -0.0350 0.3943
C 3.8191 -0.4965 -0.0775
C 4.8388 -0.8860 0.7691
C 4.5820 -0.8057 2.1313
N 3.4389 -0.3529 2.6304
H 1.5580 1.4799 9.0298
H 2.1393 -0.1047 9.1414
H 0.4395 2.3190 7.0650
H -0.0952 1.9492 4.6839
H 1.3956 -2.0479 4.9482
H 1.9386 -1.6918 7.3383
H 3.9125 -0.5560 -1.1553
H 5.7798 -1.2537 0.3899
H 5.3252 -1.1245 2.8540
S -0.0383 1.8616 -4.2613
C 0.1743 0.1585 -4.5065
C 0.2067 -0.5512 -5.7020
C 0.4187 -1.9145 -5.6417
C 0.6046 -2.5540 -4.4123
C 0.5728 -1.8508 -3.2243
C 0.3443 -0.4737 -3.2689
N 0.2883 0.3851 -2.1758
C 0.1118 1.6263 -2.5443
C 0.0261 2.7383 -1.5945
C 0.0231 4.0599 -2.0502
C -0.0567 5.0895 -1.1322
C -0.1253 4.7882 0.2245
C -0.1097 3.4671 0.6527
C -0.0379 2.3861 -0.2354
H 0.0785 -0.0481 -6.6512
H 0.4526 -2.4907 -6.5569
H 0.7837 -3.6209 -4.3887
H 0.7247 -2.3424 -2.2742
H 0.0953 4.2905 -3.1080
H -0.0541 6.1190 -1.4664
H -0.1791 5.5941 0.9477
H -0.1469 3.2726 1.7209
F -6.5679 1.8432 -0.4414
C -6.0889 0.5791 -0.4955
C -4.7421 0.3666 -0.4516
C -4.2552 -0.9426 -0.4404
C -2.8034 -1.1498 -0.3373
O -2.0707 -0.1432 -0.3020
C -2.3770 -2.5113 -0.2837
C -3.3135 -3.4980 -0.3431
N -4.6454 -3.3097 -0.4613
C -5.5358 -4.4468 -0.4887
C -5.1501 -5.6443 -1.2973
C -6.2688 -4.7605 -1.7623
C -5.1494 -2.0200 -0.4848
C -6.5285 -1.7709 -0.5492
C -7.0063 -0.4772 -0.5552
N -8.4207 -0.2661 -0.5872
C -8.9299 0.8001 -1.4303
C -10.3979 0.5446 -1.7106
N -11.1274 0.5031 -0.3918
C -10.5556 -0.5433 0.5286
C -9.0727 -0.2786 0.7097
C -0.9216 -2.9665 -0.2194
O -0.7011 -4.1653 -0.2173
O -0.0578 -2.0249 -0.2111
H -4.0421 1.1901 -0.3911
H -2.9678 -4.5226 -0.2997
H -6.0484 -4.6187 0.4508
H -5.3890 -6.6124 -0.8831
H -4.2237 -5.6046 -1.8523
H -7.2854 -5.1209 -1.6889
H -6.0647 -4.1189 -2.6088
H -7.2340 -2.5859 -0.6137
H -8.3904 0.8125 -2.3765
H -8.8172 1.7970 -0.9804
H -10.5533 -0.4224 -2.1852
H -10.8455 1.3340 -2.3116
H -12.1230 0.3383 -0.5405
H -11.0413 1.4189 0.0564
H -10.7246 -1.5039 0.0454
H -11.1027 -0.4964 1.4682
H -8.6523 -1.0715 1.3263
H -8.9291 0.6699 1.2553

Forces on the atoms, in the same order (eV/Å):
Lu -0.45 0.54 -1.69
N -0.03 -0.01 0.05
C 0.00 0.00 -0.07
C 0.01 -0.02 0.01
C -0.02 0.03 0.01
C -0.26 0.16 -0.02
C -0.01 -0.03 -0.01
C 0.00 0.02 0.01
S 0.49 -0.27 0.49
O 0.03 0.00 0.27
O 0.12 -0.01 0.06
N 0.08 -0.06 0.65
C 0.13 0.00 0.15
N -0.21 -0.17 0.19
C 0.02 0.03 -0.02
C -0.02 0.02 -0.04
C 0.02 -0.03 -0.03
N 0.06 0.01 -0.09
H 0.02 0.00 0.00
H 0.01 0.01 -0.01
H 0.00 0.01 0.00
H 0.00 0.01 0.00
H 0.00 0.00 0.00
H 0.00 0.00 0.00
H 0.00 -0.01 0.00
H 0.00 0.00 0.00
H 0.01 0.01 0.00
S 0.01 -0.04 0.02
C 0.01 -0.01 0.04
C 0.00 0.01 0.00
C 0.00 -0.01 -0.02
C 0.00 0.00 0.00
C 0.01 0.01 0.00
C -0.01 -0.04 -0.07
N 0.12 0.10 0.12
C 0.00 -0.05 -0.05
C -0.03 0.04 0.06
C -0.02 -0.03 0.02
C 0.00 0.03 -0.01
C 0.00 0.01 0.01
C -0.01 -0.04 -0.03
C -0.03 0.04 -0.06
H 0.00 0.00 0.00
H 0.00 0.00 0.00
H 0.00 0.00 0.00
H 0.00 0.00 -0.01
H 0.00 0.00 0.00
H 0.00 0.00 0.00
H 0.00 0.00 0.00
H 0.00 0.00 0.00
F -0.03 0.00 -0.02
C 0.02 0.00 0.06
C -0.03 0.02 0.01
C -0.05 -0.04 0.02
C -0.01 -0.04 -0.04
O -0.06 0.00 0.17
C 0.05 0.02 -0.01
C 0.03 0.00 0.02
N 0.02 0.00 -0.01
C -0.04 -0.04 -0.01
C 0.00 0.01 0.01
C 0.00 0.01 0.01
C 0.01 0.07 0.01
C 0.04 0.00 -0.06
C 0.04 0.02 0.00
N -0.05 -0.07 0.00
C 0.02 -0.02 -0.04
C 0.03 0.01 -0.03
N -0.01 0.02 0.01
C 0.03 -0.02 0.02
C 0.01 0.07 0.03
C -0.10 -0.04 0.00
O 0.00 0.01 -0.06
O 0.05 -0.17 -0.03
H 0.00 0.00 0.00
H 0.00 0.01 0.00
H 0.00 0.00 0.00
H 0.00 0.00 0.00
H 0.00 0.01 0.00
H 0.00 0.00 0.01
H 0.00 0.00 0.00
H -0.01 -0.01 0.00
H -0.01 -0.01 0.01
H 0.01 0.00 0.01
H 0.00 0.00 0.00
H 0.00 0.00 0.01
H 0.00 -0.01 0.00
H -0.02 0.00 0.00
H -0.01 0.00 0.01
H 0.00 0.01 0.00
H -0.02 -0.01 -0.01
H 0.01 -0.01 0.00

Need the Löwdin charges? In units of e they are: 1.69 0.11 -0.31 -0.02 -0.05 -0.31 -0.05 -0.02 0.56 -0.29 -0.36 -0.22 -0.49 0.06 -0.10 -0.04 -0.10 0.16 0.09 0.09 0.11 0.12 0.12 0.11 0.12 0.10 0.11 1.13 -0.47 -0.09 -0.09 -0.07 -0.01 -0.29 0.01 -0.52 -0.29 -0.08 -0.10 -0.10 -0.13 -0.18 0.11 0.10 0.11 0.10 0.08 0.10 0.10 0.08 0.07 -0.19 0.10 -0.03 -0.27 -0.09 0.00 0.06 0.01 -0.26 -0.08 -0.09 -0.11 0.08 -0.16 -0.10 -0.15 -0.08 0.06 -0.08 -0.14 -0.60 0.06 -0.20 0.15 0.15 0.16 0.11 0.11 0.10 0.12 0.12 0.15 0.13 0.14 0.14 0.18 0.18 0.14 0.14 0.14 0.14

---

Entry 2:
A molecular structure, C40H36ClCrN3Si2, computed with ωB97M-V with the def2-TZVPD basis set.

Values from the calculation:
- Total charge: +1
- Multiplicity: 4
- Highest occupied orbital energy (alpha / beta): -0.3636 / -0.3458 hartree
- Orbital gap (alpha / beta): 5.39 / 4.72 eV

Element x y z (Å)
C -1.9814 -0.1577 4.5316
C -2.5817 0.3510 3.3218
C -2.4960 -0.6903 2.3190
H -3.1223 1.2927 3.2172
C -1.8432 -1.8230 2.9165
C -1.5566 -1.4970 4.2747
H -1.2038 -2.2038 5.0199
H -2.0051 0.3234 5.5154
H -2.9110 -0.6535 1.3137
H -1.6755 -2.7905 2.4401
Cr -0.5001 -0.0293 2.8433
Si 0.3793 -0.0116 0.3882
C -0.4125 1.4904 -0.2971
C 0.3943 2.5593 -0.7165
H 1.4771 2.4927 -0.5916
C -0.1827 3.6724 -1.3226
H 0.4559 4.5028 -1.6628
C -1.5681 3.7077 -1.5194
H -2.0131 4.5546 -2.0393
C -2.3777 2.6524 -1.0798
H -3.4638 2.6586 -1.2171
C -1.8033 1.5408 -0.4691
H -2.4377 0.7005 -0.1548
C -0.3109 -1.5487 -0.3693
C -1.2294 -1.5586 -1.4299
H -1.6428 -0.6266 -1.8172
C -1.6222 -2.7707 -2.0031
H -2.3081 -2.7631 -2.8592
C -1.1329 -3.9772 -1.4928
H -1.4374 -4.9207 -1.9499
C -0.2464 -3.9714 -0.4081
H 0.1172 -4.9088 0.0219
C 0.1908 -2.7603 0.1262
H 0.9366 -2.7421 0.9246
H 1.7528 0.0876 1.0035
Si 1.9202 0.1243 -3.8389
C 1.2087 -1.4399 -4.5723
C 0.5218 -1.4528 -5.8043
H 0.3648 -0.5216 -6.3571
C 0.0394 -2.6564 -6.3369
H -0.4704 -2.6593 -7.3027
C 0.2235 -3.8573 -5.6483
H -0.1712 -4.7931 -6.0499
C 0.9424 -3.8553 -4.4510
H 1.1375 -4.7911 -3.9285
C 1.4203 -2.6592 -3.9086
H 1.9643 -2.6824 -2.9603
C 0.9308 1.5410 -4.5199
C -0.4374 1.6184 -4.2465
H -0.9023 0.9243 -3.5418
C -1.2277 2.5828 -4.8780
H -2.2854 2.6510 -4.6201
C -0.6783 3.4410 -5.8292
H -1.3191 4.1446 -6.3583
C 0.6930 3.3789 -6.0980
H 1.1299 4.0620 -6.8302
C 1.4990 2.4381 -5.4467
H 2.5660 2.3697 -5.6770
H 3.3823 0.3349 -4.0052
Cl 1.9355 -0.1553 -1.7503
C 1.9568 -3.2084 6.6836
C 2.2357 -1.8849 7.0488
C 2.0410 -0.8590 6.1336
C 1.5096 -1.1566 4.8708
C 1.3201 -2.4958 4.4602
C 1.5149 -3.5123 5.3902
N 1.0975 -0.0918 4.0671
N 1.6916 1.0629 4.4200
C 1.0387 2.1614 3.9353
C 1.5432 3.4422 4.2439
C 0.8697 4.5523 3.7758
C -0.2923 4.3462 3.0109
C -0.7916 3.0637 2.8127
N -0.0982 1.9656 3.1928
H 2.0794 -4.0121 7.4084
H 2.6208 -1.6426 8.0383
H 2.2501 0.1765 6.3887
H 1.0021 -2.7081 3.4406
H 1.3325 -4.5500 5.1131
H 2.4453 3.4566 4.8586
H 1.2221 5.5551 3.9967
H -0.8520 5.1721 2.5706
H -1.7627 2.8980 2.3210

Forces on the atoms, in the same order (eV/Å):
C -0.85 -0.43 -0.48
C -0.39 -1.34 -0.13
C -0.35 0.29 0.54
H 0.44 -0.29 -0.02
C -0.32 0.37 0.21
C -0.96 0.20 -0.40
H 0.28 0.38 -0.26
H 0.31 -0.09 -0.60
H 0.19 -0.05 0.40
H 0.04 0.47 0.11
Cr 0.63 0.60 1.46
Si -0.97 -0.16 2.11
C 0.34 0.41 -0.27
C -0.44 0.14 -0.02
H -0.29 0.10 -0.06
C -0.01 0.18 -0.05
H -0.44 -0.45 0.14
C 0.05 -0.05 0.08
H 0.06 -0.15 0.17
C -0.07 0.00 -0.04
H 0.41 0.21 -0.07
C 0.13 0.24 -0.06
H 0.34 0.49 -0.15
C 0.31 -0.47 -0.05
C 0.03 -0.38 0.11
H 0.22 -0.25 0.02
C 0.01 0.02 0.07
H 0.30 -0.07 0.39
C 0.01 0.12 0.09
H 0.07 0.27 0.20
C 0.04 -0.06 -0.08
H -0.10 0.26 -0.28
C -0.42 -0.15 -0.34
H -0.19 -0.12 -0.12
H -0.17 -0.09 -0.73
Si 0.17 -0.14 -0.53
C 0.09 -0.34 0.02
C 0.05 -0.24 0.13
H 0.04 -0.30 0.21
C 0.05 0.19 0.09
H 0.09 0.05 0.34
C 0.25 0.23 0.11
H 0.17 0.31 0.08
C -0.02 0.11 0.11
H -0.11 0.19 -0.10
C -0.13 -0.23 -0.33
H -0.19 -0.02 -0.29
C 0.15 0.21 0.02
C -0.18 0.41 -0.19
H 0.13 0.20 -0.13
C -0.07 -0.23 0.13
H 0.23 -0.04 -0.17
C 0.31 -0.19 0.23
H 0.21 -0.08 0.15
C 0.04 -0.07 -0.06
H -0.11 -0.26 0.23
C -0.34 -0.05 0.12
H -0.33 0.13 0.07
H -0.27 -0.03 -0.27
Cl 0.62 0.22 -0.73
C -0.09 0.15 -0.02
C 0.17 -0.20 -0.28
C -0.20 -0.49 0.25
C 0.59 -0.89 0.44
C 0.04 0.59 0.42
C 0.22 0.14 0.01
N 1.67 2.80 -0.01
N -1.41 -2.47 -0.77
C -0.61 0.53 -1.08
C -0.06 -0.82 0.13
C -0.29 -0.29 -0.39
C -0.30 0.05 0.15
C 0.47 -0.20 -0.23
N 0.36 0.86 0.29
H 0.01 0.21 -0.17
H -0.13 -0.17 -0.21
H -0.17 -0.34 0.05
H -0.02 0.03 0.21
H 0.08 0.27 0.03
H -0.31 0.26 -0.23
H -0.03 -0.15 -0.11
H 0.19 -0.14 0.34
H 0.75 0.07 0.06

Need the Löwdin charges? In units of e they are: -0.11 -0.16 -0.16 0.12 -0.13 -0.13 0.12 0.13 0.11 0.12 0.58 0.54 -0.38 -0.13 0.09 -0.08 0.12 -0.09 0.11 -0.08 0.11 -0.13 0.09 -0.39 -0.10 0.09 -0.07 0.12 -0.08 0.11 -0.08 0.11 -0.14 0.09 -0.01 0.43 -0.31 -0.08 0.10 -0.08 0.11 -0.08 0.11 -0.09 0.11 -0.12 0.08 -0.33 -0.11 0.10 -0.08 0.11 -0.07 0.11 -0.08 0.11 -0.09 0.10 -0.01 0.46 -0.06 -0.05 -0.01 -0.27 -0.03 -0.06 -0.03 0.12 -0.30 0.02 -0.03 -0.02 -0.09 0.03 0.11 0.11 0.11 0.10 0.11 0.13 0.12 0.12 0.12

---

no.,strongest force on any atom (eV/Å)
1,1.8
2,3.3